Entry 1:
Density functional theory data (ωB97M-V/def2-TZVPD) for C18H55N12O10Zn as an isolated structure.

Output
M: 665.10 Da
E_LUMO (spin up / spin down): 0.09 / -1.29 eV
E_tot: -106332.42504 eV
2S+1: 2
orbital gap (spin up / spin down): 8.131 / 7.652 eV
E_HOMO (spin up / spin down): -0.29546 / -0.32846 Ha
strongest force on any atom: 7.68 eV Å⁻¹

```
96
C18H55N12O10Zn (ωB97M-V/def2-TZVPD)
Zn 2.6311 3.1257 -0.6617
C -0.1216 0.2338 1.2683
C 0.4273 0.4944 -0.1219
C -0.6276 0.5637 -1.1816
O 1.4282 1.5303 -0.1866
H -0.6347 1.0642 1.7533
H 0.7399 0.0032 1.8951
H -0.5799 -0.7517 1.3515
H 0.9055 -0.4593 -0.3450
H -1.1305 1.5301 -1.1467
H -1.4261 -0.1783 -1.1877
H -0.1308 0.3654 -2.1313
C 0.9712 1.2437 5.5266
O 0.3135 2.1104 6.1315
N 1.9420 0.5495 5.9141
N 0.9085 1.0849 4.1998
H 2.2826 0.6830 6.8556
H 2.6501 0.2955 5.2402
H 0.3882 1.7124 3.6035
H 1.5533 0.4493 3.7523
C 4.0433 -0.1351 2.8150
O 3.6724 0.2513 3.9092
N 5.3198 -0.5553 2.5537
N 3.4444 -0.0628 1.6677
H 5.5757 -0.7212 1.5909
H 6.0602 -0.5750 3.2404
H 3.9619 -0.4823 0.9085
H 2.6194 0.4502 1.3915
C 0.0436 5.0586 -0.1315
O 1.1065 4.7099 -0.5070
N -0.9039 4.2257 0.1638
N -0.3870 6.2223 0.0661
H -1.7631 4.5824 0.5570
H -0.6666 3.2446 0.1286
H -1.3238 6.3581 0.4182
H 0.2244 7.0093 -0.0984
C -2.7235 2.1051 3.8234
O -2.9925 2.8867 2.9469
N -2.8546 2.3926 5.0917
N -2.0916 0.9624 3.5463
H -2.1588 1.9849 5.6998
H -3.2689 3.2497 5.4292
H -1.8974 0.3013 4.2847
H -1.9316 0.8117 2.5605
C -2.1206 -1.5966 -5.1782
O -2.7602 -2.6456 -5.5382
N -2.0487 -0.5463 -5.9051
N -1.6313 -1.3942 -4.0124
H -2.4582 -0.6362 -6.8240
H -1.3189 0.1009 -5.6433
H -1.1006 -0.5443 -3.8856
H -1.4045 -2.1458 -3.3770
C 2.2306 -0.9991 -4.2890
O 2.7682 -0.0427 -4.6894
N 2.0598 -2.0659 -5.0766
N 2.1334 -1.3928 -3.0259
H 2.3861 -2.1346 -6.0300
H 1.9506 -2.9502 -4.6010
H 1.6842 -2.2377 -2.7029
H 2.4505 -0.7643 -2.3017
C -2.7870 -3.0329 2.1419
C -3.4895 -3.5573 0.8745
C -3.2204 -2.5840 -0.2995
O -3.1864 -4.9121 0.5315
H -3.1377 -3.3432 3.1262
H -2.8858 -1.9506 2.2261
H -1.7288 -3.2486 1.9946
H -4.5722 -3.4346 0.9026
H -3.6525 -1.5983 -0.1268
H -3.5393 -2.9723 -1.2667
H -2.1709 -2.3630 -0.4937
H -3.1592 -5.3979 1.3590
C -1.9742 3.4730 -3.2772
C -1.7298 2.5830 -4.5215
C -1.3940 3.3987 -5.8616
O -0.7152 1.5772 -4.3013
H -2.2476 2.8358 -2.4362
H -2.8839 4.0622 -3.3932
H -1.1004 4.1029 -3.1107
H -2.6848 2.1532 -4.8238
H -1.7018 2.8124 -6.7274
H -0.4212 3.8838 -5.9413
H -2.0381 4.2759 -5.9230
H 0.1466 1.9444 -4.0913
C 1.7244 -3.0193 1.2396
C 2.9423 -3.8185 1.6456
C 2.8863 -4.2514 3.1888
O 3.0180 -5.0036 0.9889
H 1.6141 -2.9428 0.1579
H 1.7811 -2.0304 1.6945
H 0.8153 -3.5005 1.6003
H 3.8674 -3.3214 1.3536
H 2.0389 -4.9282 3.2987
H 2.8650 -3.3478 3.7980
H 3.7730 -4.8207 3.4673
H 2.5297 -5.6528 1.5005
```

Entry 2:
Density functional theory data (ωB97M-V/def2-TZVPD) for a 2-piece molecular cluster, C4H12 overall.

Output
M: 60.14 Da
relative energy (zero: lowest compared OMol25 entry of this formula, charge and spin): 0.5867 eV
E_LUMO: 1.13 eV
E_tot: -4341.94154 eV
orbital gap: 12.457 eV
E_HOMO: -0.41612 Ha
strongest force on any atom: 2.40 eV Å⁻¹
SMILES string: CC.CC

```
16
C4H12 (ωB97M-V/def2-TZVPD)
C 1.0345 0.3476 -2.6794
C 0.5748 -0.6452 -1.5777
H 2.0853 0.5977 -2.5984
H 0.6934 -0.0194 -3.6425
H 0.5632 1.3251 -2.5436
H -0.0500 -1.4298 -2.0142
H -0.1499 -0.1716 -0.9337
H 1.4411 -1.1411 -1.1532
C -1.1708 -0.3335 1.6911
C -0.4069 0.6587 2.5571
H -2.1004 -0.5655 2.2425
H -1.3782 -0.1294 0.6519
H -0.7581 -1.3388 1.8150
H 0.6039 0.8027 2.1510
H -0.2673 0.2110 3.5400
H -0.7889 1.6722 2.6351
```

Entry 3:
Density functional theory data (ωB97M-V/def2-TZVPD) for a 2-piece molecular cluster, C2H7BN2 overall.

Output
M: 69.90 Da
relative energy (zero: lowest compared OMol25 entry of this formula, charge and spin): 3.9095 eV
E_LUMO (spin up / spin down): 0.15 / 0.07 eV
E_tot: -5840.25335 eV
orbital gap (spin up / spin down): 9.016 / 7.757 eV
E_HOMO (spin up / spin down): -0.32571 / -0.28232 Ha
strongest force on any atom: 3.12 eV Å⁻¹

```
12
C2H7BN2 (ωB97M-V/def2-TZVPD)
B -1.2434 -0.1230 0.1424
C 0.9897 -0.7311 0.0799
C 0.9056 0.7432 -0.0444
N -0.3840 -1.1689 0.5279
N -0.5226 0.9525 -0.3123
H -4.3171 0.3375 -0.3623
H 1.2582 -0.8832 -0.9436
H 1.7952 -1.0544 0.7869
H 1.1282 1.0879 0.9524
H 1.5872 1.1385 -0.7994
H -0.4665 -2.1220 0.6360
H -0.7305 1.8230 -0.6635
```

Entry 4:
Density functional theory data (ωB97M-V/def2-TZVPD) for C31H28N4O in the gas phase.

Output
M: 472.59 Da
relative energy (zero: lowest compared OMol25 entry of this formula, charge and spin): 0.0000 eV
E_LUMO: 0.50 eV
E_tot: -40606.72068 eV
orbital gap: 8.444 eV
E_HOMO: -0.29202 Ha
strongest force on any atom: 2.41 eV Å⁻¹
SMILES string: CN(c1ccccc1)c1ccc(C(c2ccc(N(C)c3ccccc3)cc2)n2ccnc2C=O)cc1

```
64
C31H28N4O (ωB97M-V/def2-TZVPD)
C 0.9408 -0.1053 5.8116
N 1.5884 -0.7235 4.6368
C 2.2629 -1.9600 4.8432
C 1.5440 -3.1104 5.1970
C 2.2203 -4.3031 5.4685
C 3.6089 -4.3428 5.4118
C 4.3382 -3.1936 5.1242
C 3.6745 -2.0144 4.7998
C 1.3972 -0.1120 3.3945
C 1.5988 1.2743 3.2328
C 1.4959 1.8592 1.9839
C 0.9454 1.1962 0.8887
C 0.8179 1.9722 -0.4359
C -0.2723 1.4127 -1.3831
C 0.0185 1.1805 -2.7531
C -0.9668 0.7273 -3.6417
C -2.2612 0.4212 -3.1983
N -3.2310 -0.1887 -4.0077
C -4.6044 -0.0777 -3.5482
C -2.9330 -1.2958 -4.8441
C -3.4853 -2.5567 -4.5523
C -3.2174 -3.6759 -5.3499
C -2.4218 -3.5438 -6.4915
C -1.8660 -2.2981 -6.8099
C -2.1066 -1.1891 -5.9833
C -2.5334 0.6518 -1.8357
C -1.5185 0.9347 -0.9224
N 0.7096 3.6996 -0.1446
C -0.4956 4.3161 -0.1667
C -0.2578 5.7156 -0.1101
N 1.0773 5.9232 -0.0800
C 1.6783 4.7168 -0.1059
C 3.1346 4.7390 -0.0894
O 3.8693 5.7142 0.0110
C 0.7458 -0.2158 1.0335
C 0.9853 -0.8552 2.2648
H 0.8986 0.9867 5.6609
H -0.0884 -0.5033 5.9221
H 1.5404 -0.3569 6.7034
H 0.4558 -3.0352 5.2412
H 1.6525 -5.1996 5.7036
H 4.1339 -5.2612 5.6017
H 5.4227 -3.2015 5.1218
H 4.2165 -1.0974 4.5431
H 1.8993 1.8637 4.0895
H 1.8193 2.8769 1.8862
H 1.7667 1.9720 -0.9890
H 1.0274 1.3362 -3.1577
H -0.7082 0.5976 -4.6891
H -5.3175 -0.1739 -4.3839
H -4.8151 -0.8434 -2.7905
H -4.7260 0.9203 -3.1011
H -4.0999 -2.6641 -3.6579
H -3.6143 -4.6561 -5.0670
H -2.2176 -4.4030 -7.1207
H -1.2195 -2.1936 -7.6889
H -1.6697 -0.2169 -6.2239
H -3.5474 0.5029 -1.4672
H -1.7373 0.8096 0.1342
H -1.4181 3.7357 -0.2373
H -0.9636 6.5448 -0.0814
H 3.5757 3.7392 -0.1962
H 0.4078 -0.8244 0.1948
H 0.8450 -1.9475 2.4013
```

Entry 5:
Density functional theory data (ωB97M-V/def2-TZVPD) for C23H17AuBrN2O as an isolated structure.

Output
M: 614.27 Da
relative energy (zero: lowest compared OMol25 entry of this formula, charge and spin): 0.3576 eV
E_LUMO (spin up / spin down): 2.33 / 2.34 eV
E_tot: -102886.77664 eV
net charge: -1
orbital gap (spin up / spin down): 5.196 / 5.172 eV
E_HOMO (spin up / spin down): -0.10528 / -0.10408 Ha
strongest force on any atom: 1.83 eV Å⁻¹

```
45
C23H17AuBrN2O (ωB97M-V/def2-TZVPD)
Au 0.5875 0.1790 0.5215
Br -2.1020 1.4339 -0.6543
C -2.3583 2.2233 1.0651
C -3.6282 2.6384 1.3442
C -3.8997 3.2884 2.5678
C -2.8839 3.5319 3.4432
C -1.5552 3.1321 3.1469
C -0.4945 3.4689 4.0211
C 0.7864 3.1277 3.6989
C 1.0546 2.3562 2.5435
C 0.0730 1.9461 1.6632
C -1.2555 2.4129 1.9473
H -4.4180 2.4822 0.6216
H -4.9106 3.6144 2.7838
H -3.0711 4.0600 4.3732
H -0.7171 4.0098 4.9350
H 1.6039 3.4202 4.3500
H 2.0793 2.0488 2.3528
N -0.9951 -6.5168 3.0876
C -1.2630 -5.2877 3.6207
O -1.7026 -5.1714 4.7454
C -1.0297 -4.0992 2.7275
C -1.3491 -2.8426 3.2129
C -1.1318 -1.7313 2.4123
N -0.6138 -1.8137 1.1837
C -0.3111 -3.0222 0.7190
C -0.5065 -4.1840 1.4501
H -1.0154 -7.2749 3.7494
H -0.3744 -6.6125 2.3049
H -1.7623 -2.7449 4.2080
H -1.3787 -0.7319 2.7542
H 0.1119 -3.0543 -0.2788
H -0.2467 -5.1294 0.9916
C 2.5169 -0.3648 -0.0599
C 2.6079 -1.6013 -0.7077
C 2.9627 -2.7957 -0.0015
C 3.1061 -4.0012 -0.6638
C 2.9439 -4.1099 -2.0437
C 2.6110 -2.9494 -2.7523
C 2.4347 -1.7357 -2.1254
H 3.1054 -2.7418 1.0720
H 3.3572 -4.8865 -0.0860
H 3.0734 -5.0582 -2.5494
H 2.4653 -3.0055 -3.8266
H 2.1500 -0.8604 -2.6961
```

Entry 6:
Density functional theory data (ωB97M-V/def2-TZVPD) for C48H46AsCsN6O12P2S as an isolated structure.

Output
M: 1200.77 Da
relative energy (zero: lowest compared OMol25 entry of this formula, charge and spin): 0.6987 eV
E_LUMO (spin up / spin down): 2.87 / 2.87 eV
E_tot: -174831.01591 eV
net charge: -2
orbital gap (spin up / spin down): 4.861 / 4.865 eV
E_HOMO (spin up / spin down): -0.07332 / -0.07347 Ha
strongest force on any atom: 3.42 eV Å⁻¹

```
117
C48H46AsCsN6O12P2S (ωB97M-V/def2-TZVPD)
Cs -4.8027 -2.6502 27.9938
S -1.4702 -5.6579 26.3487
C -0.2237 -5.6489 27.5075
C 0.3272 -6.8744 27.8717
C 1.4788 -6.8513 28.6231
C 2.0154 -5.6522 29.0706
C 1.4818 -4.4300 28.6564
C 0.3639 -4.4070 27.8376
As -0.6847 -2.8582 27.2462
C -0.0908 -1.6929 28.7396
C 0.4998 -0.4251 28.6699
C 0.7118 0.3426 29.8145
C 0.0936 0.0116 31.0262
C -0.5220 -1.2229 31.1077
C -0.5267 -2.0594 29.9930
C 0.4271 -1.9929 25.9055
C -0.3004 -1.8730 24.7186
C 0.3234 -1.2006 23.6547
C 1.6654 -0.8595 23.7630
C 2.3876 -1.0008 24.9848
C 1.7238 -1.6271 26.0332
H -0.1044 -7.7891 27.4288
H 1.9032 -7.8097 28.9186
H 2.8799 -5.6465 29.6868
H 1.8546 -3.4963 29.0753
H 0.9676 -0.0072 27.7802
H 1.3098 1.2225 29.6529
H 0.0527 0.6548 31.8995
H -0.9340 -1.6415 32.0266
H -0.9391 -3.0375 30.1979
H -1.3307 -2.1772 24.5914
H -0.2660 -0.9470 22.7804
H 2.2162 -0.4789 22.8722
H 3.4302 -0.6803 25.0280
H 2.2958 -1.9458 26.9151
C -13.2272 2.4780 26.1271
O -12.0832 2.8470 26.8401
C -10.9924 3.3586 26.1729
C -10.7926 3.0954 24.7651
C -9.5632 3.3409 24.2192
C -8.5409 3.5784 25.1525
C -8.7870 4.3117 26.3886
C -10.0295 4.0505 26.9994
N -7.3242 3.0272 25.0927
N -7.1595 2.0525 24.2198
C -6.0139 1.3074 24.4161
C -5.1003 1.7372 25.4233
C -4.1561 0.9193 25.9351
C -3.9495 -0.3757 25.3353
O -3.1016 -1.1384 25.8194
C -4.6778 -0.7146 24.0348
N -4.2758 -1.7001 23.1568
C -5.0153 -1.9885 22.0692
C -6.0295 -1.1809 21.6352
C -6.4270 -0.0931 22.4418
C -5.7743 0.1228 23.6693
H -13.6695 1.7498 26.7643
H -13.0629 2.0282 25.1261
H -13.8862 3.3397 25.9966
H -11.5781 2.7721 24.1008
H -9.3317 3.1180 23.1721
H -7.9063 4.6154 27.0043
H -10.2858 4.3829 27.9989
H -5.2477 2.6814 25.9343
H -3.5495 1.2483 26.7421
H -4.6782 -2.9325 21.5848
H -6.4917 -1.3528 20.6867
H -7.2335 0.5847 22.1852
C -7.4526 -7.8844 28.7416
C -7.3302 -6.3777 28.6520
O -8.5805 -5.8787 29.0203
P -6.1733 -5.5974 29.8932
O -4.9624 -6.3324 29.4364
O -6.5812 -6.3947 31.2814
O -6.3519 -4.1102 29.9127
P -6.9362 -5.6035 26.8446
O -5.2454 -5.3667 26.6867
O -7.5684 -6.5031 25.7913
O -7.3973 -4.1469 26.9118
H -7.6206 -8.1863 29.8040
H -6.4853 -8.4097 28.4799
H -8.2866 -8.3057 28.0526
H -8.6176 -5.0304 28.5182
H -3.4402 -5.5852 28.9388
H -6.9414 -5.8772 32.0604
H -4.8133 -6.2318 26.5412
C -3.2912 -5.8631 23.6378
O -3.0363 -7.2003 24.1163
H -4.2932 -5.7771 23.1441
H -2.4720 -5.5356 22.9342
H -3.3610 -5.2461 24.5415
H -2.8650 -7.7955 23.3655
O -2.7516 -5.1923 27.2156
O -2.6019 -5.0242 28.7533
C -4.8098 -11.4696 26.1431
C -4.4421 -10.1466 26.5632
N -5.1868 -9.1239 26.2847
C -6.2090 -9.2421 25.4513
C -6.6330 -10.4653 24.9173
C -5.8702 -11.6049 25.2580
C -7.7508 -10.4368 24.0212
C -7.9713 -11.0658 22.8116
C -7.1101 -11.8196 21.9072
C -5.7151 -11.9255 21.9097
C -5.0883 -12.6857 20.9628
N -5.8062 -13.5087 20.2028
C -7.1053 -13.3664 20.2526
N -7.8359 -12.5328 20.9790
H -4.2335 -12.3010 26.5409
H -3.5243 -9.9769 27.1803
H -6.8965 -8.4031 25.2699
H -6.1895 -12.5547 24.8740
H -8.6099 -9.8788 24.3667
H -9.0048 -11.0473 22.4511
H -5.1291 -11.3946 22.6658
H -4.0070 -12.8259 20.8040
H -7.6879 -14.0675 19.6236
```

Entry 7:
Density functional theory data (ωB97M-V/def2-TZVPD) for C51H52As2BrN8S2SnTe as an isolated structure.

Output
M: 1317.23 Da
relative energy (zero: lowest compared OMol25 entry of this formula, charge and spin): 0.0000 eV
E_LUMO: 2.10 eV
E_tot: -292169.22030 eV
net charge: -1
orbital gap: 6.530 eV
E_HOMO: -0.16278 Ha
strongest force on any atom: 0.53 eV Å⁻¹

```
118
C51H52As2BrN8S2SnTe (ωB97M-V/def2-TZVPD)
Sn 1.0033 -0.4500 0.6533
C 0.0094 2.1194 -2.6086
C -0.9025 0.8971 -2.6116
As -2.8312 1.3232 -2.5860
C -3.4971 -0.1989 -3.6294
C -2.8519 -1.4303 -3.7104
C -3.4147 -2.4725 -4.4324
C -4.6277 -2.2998 -5.0832
C -5.2792 -1.0781 -5.0072
C -4.7139 -0.0362 -4.2860
C -3.3277 0.6090 -0.8297
C -2.8630 -0.6127 -0.3526
C -3.2627 -1.0830 0.8889
C -4.1417 -0.3388 1.6636
C -4.6111 0.8799 1.1974
C -4.2008 1.3523 -0.0428
As -0.4460 3.4222 -1.2026
C -1.3753 4.7910 -2.2607
C -1.0147 5.1632 -3.5517
C -1.7340 6.1313 -4.2362
C -2.8258 6.7434 -3.6357
C -3.1920 6.3838 -2.3481
C -2.4706 5.4112 -1.6687
C 1.2977 4.2941 -1.0585
C 2.2093 4.3721 -2.1071
C 3.4362 4.9932 -1.9270
C 3.7621 5.5472 -0.6967
C 2.8640 5.4666 0.3558
C 1.6414 4.8352 0.1764
H 0.0622 2.5890 -3.5920
H 1.0144 1.7916 -2.3459
H -0.6711 0.2740 -1.7446
H -0.7061 0.2945 -3.4997
H -1.9128 -1.6013 -3.1980
H -2.9028 -3.4251 -4.4787
H -5.0635 -3.1149 -5.6471
H -6.2263 -0.9346 -5.5122
H -5.2242 0.9201 -4.2353
H -2.1756 -1.2066 -0.9435
H -2.8692 -2.0243 1.2530
H -4.4473 -0.7001 2.6377
H -5.2832 1.4722 1.8051
H -4.5568 2.3127 -0.3993
H -0.1627 4.7016 -4.0358
H -1.4419 6.4072 -5.2416
H -3.3894 7.4965 -4.1718
H -4.0438 6.8550 -1.8736
H -2.7679 5.1212 -0.6665
H 1.9806 3.9265 -3.0679
H 4.1414 5.0358 -2.7471
H 4.7224 6.0266 -0.5561
H 3.1214 5.8724 1.3253
H 0.9533 4.7504 1.0111
Br -1.1090 1.4968 2.1557
C 0.3048 2.2531 3.1737
C -0.0705 3.0080 4.2481
C 0.9008 3.6804 5.0144
C 2.2088 3.6095 4.6419
C 2.6102 2.8408 3.5217
C 3.9656 2.8575 3.1169
C 4.3567 2.1613 2.0162
C 3.4280 1.3466 1.3373
C 2.1056 1.2406 1.7006
C 1.6640 2.0746 2.7786
H -1.1199 3.1049 4.4897
H 0.5965 4.2661 5.8721
H 2.9709 4.1500 5.1915
H 4.6696 3.4526 3.6872
H 5.3835 2.1992 1.6739
H 3.8037 0.7504 0.5168
N 2.2656 -0.0203 -1.3403
C 2.9263 0.1471 -2.2879
N 3.7058 0.2994 -3.2854
C 3.3114 0.7606 -4.4473
N 3.0535 1.1540 -5.5063
C 1.7293 -5.2504 -4.7840
N 0.8156 -4.3876 -4.0737
C 0.9644 -3.9931 -2.7905
N 2.1087 -4.3502 -2.1786
S -0.2389 -3.1148 -2.0214
H 1.2875 -5.5104 -5.7427
H 1.9217 -6.1737 -4.2302
H 2.6823 -4.7527 -4.9847
H -0.0832 -4.1726 -4.4716
H 2.8944 -4.6498 -2.7319
H 2.3487 -3.8798 -1.3028
C -1.4325 -5.5293 2.3230
C -1.0182 -4.7113 1.1180
N -0.2350 -3.5778 1.5578
C -0.4112 -2.9056 2.7322
N 0.1886 -1.7752 2.8964
C 0.1127 -1.0995 4.1808
C -0.2708 -2.0214 5.3250
C -1.4939 -2.8065 4.8999
N -1.1770 -3.5421 3.6933
C -2.0943 -4.5986 3.3185
H -0.5521 -5.9818 2.7849
H -2.1200 -6.3230 2.0270
H -1.9051 -4.3945 0.5531
H -0.4032 -5.2984 0.4345
H 0.2194 -3.0457 0.8275
H -0.6150 -0.2817 4.1205
H 1.0846 -0.6380 4.3758
H -0.4714 -1.4501 6.2334
H 0.5411 -2.7224 5.5325
H -2.3432 -2.1242 4.7376
H -1.7948 -3.5300 5.6624
H -3.0200 -4.1896 2.8834
H -2.3757 -5.1296 4.2309
Te 3.3330 -2.2689 0.6100
C 3.7352 -3.3429 2.3789
C 4.8601 -4.0978 2.5736
C 4.9214 -4.7119 3.8540
C 3.8410 -4.4113 4.6239
S 2.7506 -3.3885 3.7845
H 5.6253 -4.2018 1.8183
H 5.7357 -5.3418 4.1831
H 3.6313 -4.7324 5.6305
```